[1]
Density functional theory data (ωB97M-V/def2-TZVPD) for 2 unconnected molecules or ions with the total composition C3H12N2OS at a distorted geometry.

HOMO level in eV: -8.36
Gap between HOMO and LUMO in eV: 9.049
Lowest unoccupied orbital energy in eV: 0.69
Structure (SMILES): NC[C@@H](N)CS.O

```
19
C3H12N2OS (ωB97M-V/def2-TZVPD)
N 0.913 -0.889 -1.235
C 0.487 -1.108 0.194
C -0.690 -0.221 0.759
N -0.501 1.037 1.246
C -1.760 -0.301 -0.305
S -2.122 -1.764 -1.319
H 1.835 -0.514 -1.575
H 0.494 -1.525 -1.785
H 0.269 -2.203 0.459
H 1.323 -0.807 0.884
H -0.949 -0.819 1.837
H -0.857 1.820 0.712
H 0.328 1.196 1.917
H -2.675 0.158 0.159
H -1.543 0.452 -1.153
H -2.557 -2.390 -0.083
O 2.836 2.400 -0.516
H 3.125 3.286 -0.250
H 2.044 2.188 0.054
```

Results of the Mulliken charge analysis, in e, for atoms 1 through 2:
1 N -0.456
2 C -0.626

[2]
Density functional theory data (ωB97M-V/def2-TZVPD) for C16H20N2O3S in the gas phase.

HOMO level in eV: -7.94
Gap between HOMO and LUMO in eV: 8.057
Lowest unoccupied orbital energy in eV: 0.12
Structure (SMILES): CCOC(=O)c1sc2nc3c(cc2c1N)CO[C@@H](C(C)C)C3

```
42
C16H20N2O3S (ωB97M-V/def2-TZVPD)
C 7.026 -1.266 0.604
C 6.383 0.085 0.352
O 4.993 -0.118 0.099
C 4.271 1.008 -0.136
O 4.767 2.110 -0.126
C 2.870 0.738 -0.377
S 1.839 2.133 -0.657
C 0.460 1.098 -0.807
N -0.761 1.552 -1.037
C -1.722 0.656 -1.140
C -1.514 -0.729 -1.008
C -0.246 -1.199 -0.749
C 0.791 -0.268 -0.654
C 2.190 -0.462 -0.407
N 2.756 -1.694 -0.294
C -2.757 -1.561 -1.091
O -3.769 -1.015 -0.277
C -4.142 0.330 -0.552
C -4.395 1.041 0.793
C -5.529 0.338 1.536
C -3.136 1.077 1.654
C -3.120 1.092 -1.424
H 8.087 -1.133 0.791
H 6.573 -1.744 1.470
H 6.896 -1.911 -0.261
H 6.492 0.748 1.218
H 6.830 0.584 -0.515
H -0.062 -2.259 -0.633
H 2.160 -2.459 -0.031
H 3.712 -1.717 0.023
H -2.592 -2.573 -0.713
H -3.097 -1.630 -2.139
H -5.099 0.304 -1.102
H -4.705 2.067 0.567
H -6.444 0.357 0.948
H -5.720 0.827 2.488
H -5.259 -0.698 1.720
H -2.776 0.064 1.823
H -2.349 1.654 1.176
H -3.357 1.531 2.617
H -3.327 0.879 -2.477
H -3.217 2.165 -1.273
```

Results of the Mulliken charge analysis, in e, for atoms 1 through 2:
1 C -1.235
2 C -0.237

[3]
Density functional theory data (ωB97M-V/def2-TZVPD) for 2 unconnected molecules or ions with the total composition C4H12 at a distorted geometry.

HOMO level in eV: -11.01
Gap between HOMO and LUMO in eV: 12.177
Lowest unoccupied orbital energy in eV: 1.17
Structure (SMILES): CC.CC

```
16
C4H12 (ωB97M-V/def2-TZVPD)
C 1.595 1.200 1.459
C 1.579 1.156 -0.052
H 1.810 0.275 2.063
H 2.193 2.071 1.726
H 0.658 1.644 1.921
H 0.565 1.307 -0.510
H 2.193 1.906 -0.581
H 1.723 0.120 -0.301
C -0.852 -1.367 -0.399
C -2.225 -0.896 -1.003
H -0.928 -2.441 -0.549
H 0.043 -1.032 -0.899
H -0.828 -1.408 0.694
H -2.681 -1.853 -1.309
H -2.083 -0.406 -1.955
H -2.763 -0.276 -0.305
```

Results of the Mulliken charge analysis, in e, for atoms 1 through 2:
1 C -0.859
2 C -0.687

[4]
Density functional theory data (ωB97M-V/def2-TZVPD) for a molecular structure, C4H8N2O at a distorted geometry.

HOMO level in eV: -8.91
Gap between HOMO and LUMO in eV: 9.677
Lowest unoccupied orbital energy in eV: 0.77

```
15
C4H8N2O (ωB97M-V/def2-TZVPD)
C -0.742 -0.860 -1.700
C -0.435 0.163 -0.635
N 0.147 -0.042 2.034
C 1.351 0.886 0.042
C 0.651 -0.233 0.697
O -1.635 0.752 -0.178
N 0.595 1.104 -0.988
H -1.459 1.065 0.723
H 0.610 -0.585 2.757
H 0.108 0.928 2.338
H 2.259 1.402 0.367
H 1.022 -1.229 0.468
H -1.398 -1.639 -1.304
H 0.173 -1.325 -2.074
H -1.249 -0.388 -2.548
```

Results of the Mulliken charge analysis, in e, for atoms 1 through 2:
1 C -1.370
2 C 0.836

[5]
Density functional theory data (ωB97M-V/def2-TZVPD) for a gas-phase ion, H6O3PSi (charge +1) at a distorted geometry.

HOMO level in eV: -15.97
Gap between HOMO and LUMO in eV: 11.567
Charge: +1
Lowest unoccupied orbital energy in eV: -4.41

```
11
H6O3PSi (ωB97M-V/def2-TZVPD)
O 0.494 0.476 -0.173
O -1.548 -1.203 0.557
O -1.939 1.069 -0.600
Si 2.017 -0.300 0.281
P -1.360 0.379 0.726
H 0.226 0.926 -0.917
H -1.763 -1.829 -0.142
H -2.709 1.570 -0.668
H 2.519 -1.256 -0.719
H 1.261 -0.851 1.345
H 2.803 1.019 0.310
```

Results of the Mulliken charge analysis, in e, for atoms 1 through 2:
1 O -0.330
2 O -0.395

[6]
Density functional theory data (ωB97M-V/def2-TZVPD) for 10 unconnected molecules or ions with the total composition H18NO12 at a distorted geometry.

HOMO level in eV: -7.22
Gap between HOMO and LUMO in eV: 10.078
Charge: -1
Lowest unoccupied orbital energy in eV: 2.86

```
31
H18NO12 (ωB97M-V/def2-TZVPD)
N 0.179 -0.216 0.292
O -0.417 0.606 0.923
O -0.287 -1.335 0.291
O 1.125 0.041 -0.454
O 2.842 2.701 0.009
H 1.991 2.350 -0.251
H 2.901 3.544 -0.441
O 3.163 -2.000 -0.877
H 3.595 -1.728 -1.687
H 2.391 -1.438 -0.817
O 0.107 -4.095 -0.803
H -0.237 -3.451 -0.183
H 1.013 -4.232 -0.528
O -3.230 -1.395 -0.054
H -3.242 -2.283 -0.410
H -2.307 -1.141 -0.072
O -1.761 -1.997 2.655
H -1.220 -1.941 1.868
H -1.571 -2.862 3.016
O -1.444 0.432 -2.446
H -1.003 0.302 -1.606
H -2.230 0.934 -2.229
O 1.232 2.824 2.190
H 0.704 2.232 1.653
H 2.082 2.852 1.751
O 1.076 1.865 -2.821
H 1.044 1.299 -2.049
H 0.566 2.636 -2.574
O -2.702 1.909 2.046
H -2.178 1.113 2.138
H -2.182 2.473 1.473
```

Results of the Mulliken charge analysis, in e, for atoms 1 through 2:
1 N 0.814
2 O -0.550

[7]
Density functional theory data (ωB97M-V/def2-TZVPD) for a molecular structure, C33H29BrCl3CoGeNO2P2 at a distorted geometry.

HOMO level (alpha / beta) in eV: -12.97 / -13.29
Gap between HOMO and LUMO (alpha / beta) in eV: 6.355 / 6.676
Charge: +2
Lowest unoccupied orbital energy (alpha / beta) in eV: -6.61 / -6.61
Spin multiplicity: 2

```
73
C33H29BrCl3CoGeNO2P2 (ωB97M-V/def2-TZVPD)
Co 0.256 0.509 -0.171
C 1.918 -2.375 1.124
C 2.230 -1.648 -0.194
P 2.644 0.154 0.012
C 4.438 0.048 0.113
C 5.086 -0.064 1.339
C 6.456 -0.265 1.368
C 7.176 -0.338 0.182
C 6.526 -0.218 -1.038
C 5.152 -0.033 -1.078
C 2.111 0.924 -1.544
C 2.125 2.327 -1.679
C 1.741 2.927 -2.865
C 1.326 2.153 -3.939
C 1.304 0.769 -3.832
C 1.700 0.156 -2.653
C 0.409 -2.577 1.319
P -0.512 -0.998 1.366
C -0.559 -0.505 3.109
C -0.047 0.727 3.502
C -0.074 1.100 4.840
C -0.609 0.244 5.787
C -1.121 -0.993 5.403
C -1.099 -1.363 4.072
C -2.249 -1.482 1.080
C -2.747 -2.717 1.167
C -4.182 -3.011 1.050
C -5.088 -2.061 0.833
C -4.678 -0.640 0.688
C -3.178 -0.332 0.874
H 2.355 -1.870 1.990
H 2.378 -3.363 1.098
H 1.369 -1.760 -0.858
H 3.096 -2.094 -0.692
H 4.537 0.031 2.267
H 6.964 -0.351 2.319
H 8.248 -0.478 0.210
H 7.089 -0.260 -1.961
H 4.654 0.064 -2.036
H 2.467 2.936 -0.852
H 1.768 4.005 -2.949
H 1.027 2.627 -4.864
H 0.994 0.162 -4.670
H 1.709 -0.923 -2.613
H 0.209 -3.128 2.241
H 0.022 -3.172 0.485
H 0.395 1.391 2.775
H 0.329 2.059 5.136
H -0.627 0.533 6.829
H -1.535 -1.663 6.144
H -1.508 -2.327 3.790
H -2.090 -3.561 1.345
H -4.496 -4.039 1.166
H -6.144 -2.281 0.762
H -5.304 0.038 1.264
H -3.016 0.448 1.623
Cl -0.949 3.914 1.955
Ge -0.585 2.718 0.228
Cl -1.479 3.909 -1.332
Cl 2.565 1.941 1.450
Br -6.222 1.480 -5.819
C -4.785 1.388 -4.636
C -3.526 1.855 -5.017
N -2.440 1.830 -4.245
C -2.582 1.332 -3.025
C -3.797 0.839 -2.557
C -4.934 0.859 -3.368
C -3.865 0.297 -1.216
O -4.933 -0.224 -0.742
O -2.835 0.328 -0.421
H -3.398 2.276 -6.009
H -1.691 1.325 -2.401
H -5.890 0.487 -3.026
```

Results of the Mulliken charge analysis, in e, for atoms 1 through 2:
1 Co 0.099
2 C -1.017